{"formula": "H7N5S2", "method": "wB97M-V/def2-TZVPD", "e_above_lowest_kj_mol": 80.9, "homo_ev": -8.685, "elements": ["N", "N", "N", "N", "N", "S", "S", "H", "H", "H", "H", "H", "H", "H"], "coordinates": [[-2.0973, -0.0206, -1.1585], [1.1459, -0.9130, 1.2058], [-3.0759, 0.4874, 1.1511], [1.5124, -0.5101, -1.4756], [1.2464, 1.4584, 0.4621], [-2.1804, 0.9749, 0.0088], [1.9231, 0.1408, 0.1168], [-1.3674, 0.0705, -1.8731], [1.8234, -1.5363, 1.6070], [-3.5114, -0.3629, 1.2998], [0.9102, -0.2383, 1.9172], [0.6161, -0.3041, -1.8948], [1.6637, -1.5518, -1.4394], [1.3912, 2.3052, 0.0729]], "forces_ev_per_angstrom": [[0.23, -0.19, 0.21], [-0.51, 0.82, -0.43], [2.02, 3.69, -0.75], [0.63, -1.00, 0.96], [-2.05, -3.48, 1.79], [-1.04, -1.89, 0.49], [1.52, -0.45, -1.42], [-0.50, 0.70, 0.50], [0.48, -0.34, -0.01], [-0.81, -2.27, -0.43], [-0.64, 0.03, 0.58], [-0.29, 0.05, 0.44], [-0.24, 1.46, -0.15], [1.20, 2.86, -1.77]], "mulliken_charge": [-0.474, -0.516, -0.467, -0.513, -0.604, 0.428, 0.414, 0.239, 0.268, 0.257, 0.311, 0.188, 0.262, 0.207]}